DFT (ωB97M-V/def2-TZVPD) results for one molecule with the formula C2H6N4S at a distorted geometry.

Last column: Löwdin charge in e.
Positions of all 13 atoms, in Å:
H 1.28333 0.77502 -1.23596  0.023
N 1.55865 1.38424 -0.42492  0.070
C 0.49779 1.42942 0.30953  -0.838
N 0.32807 2.41895 1.35756  -0.027
S -0.91446 0.44668 0.37182  0.970
C -0.63183 -0.99570 -0.65496  -0.765
N -1.05349 -2.23973 0.01104  -0.037
N 0.01005 -0.86594 -1.72195  0.070
H 0.19453 -1.69399 -2.21060  0.033
H -0.30692 2.25317 2.27596  0.137
H 1.27879 2.73239 1.53348  0.068
H -0.57391 -3.31412 -0.47163  0.221
H -1.67059 -2.33040 0.86065  0.073

As for the charge: 0. For the orbital gap, the calculation gives 9.5341 eV. Its energy relative to the best compared isomer or geometry (same formula, charge and spin) is 49.6 kcal per mole. The calculation puts the HOMO energy at -9.19 eV. Its LUMO energy is 0.34 eV. The calculation puts the calculated total energy at -18964.8957 eV.

***

DFT (ωB97M-V/def2-TZVPD) results for a 2-piece molecular cluster, C3H8O2 overall at a distorted geometry.

Last column: Löwdin charge in e.
Positions of all 13 atoms, in Å:
O -1.34520 -0.57313 1.35215  0.067
C -1.78183 -0.33720 0.26357  -0.396
O -2.99360 0.19663 0.03121  0.071
H -1.21761 -0.56126 -0.65055  0.136
H -3.53961 -0.00416 0.80516  0.118
C 3.51540 0.17859 -0.90756  -0.166
C 2.05515 0.40279 -0.55289  -0.180
H 3.82696 -0.84472 -0.72967  0.059
H 4.16740 0.80178 -0.30696  0.057
H 3.75934 0.42467 -1.93475  0.058
H 1.48723 0.79462 -1.38471  0.055
H 1.56337 -0.42358 -0.03369  0.058
H 1.86727 1.16353 0.21071  0.062

As for the charge: 0. For the orbital gap, the calculation gives 11.8468 eV. Its energy relative to the best compared isomer or geometry (same formula, charge and spin) is 15.1 kcal per mole. The calculation puts the HOMO energy at -11.03 eV. Its LUMO energy is 0.81 eV. The calculation puts the calculated total energy at -7335.3957 eV.

***

DFT (ωB97M-V/def2-TZVPD) results for C13H21N2O11S2 as an isolated structure at a distorted geometry.

Last column: Löwdin charge in e.
Positions of all 49 atoms, in Å:
O 3.13466 1.12973 -3.85214  -0.355
S 2.89818 0.74622 -2.45535  0.509
O 4.19080 0.34562 -1.88425  -0.348
O 2.42333 2.04946 -1.54716  -0.206
N 1.76733 -0.47266 -2.45820  -0.294
S 0.93701 -0.58738 -1.00739  0.548
O 0.26839 -1.89366 -0.99596  -0.361
O -0.10458 0.45571 -0.94671  -0.371
C 2.08805 -0.39878 0.39843  -0.248
C 1.99810 0.71750 1.35045  -0.020
C 3.00565 0.76456 2.39634  -0.150
N 4.02296 -0.10871 2.60451  0.032
C 4.06810 -1.13011 1.70880  -0.150
C 3.16832 -1.37396 0.59744  -0.026
H 1.63981 2.39755 -2.02404  0.087
H 1.21721 1.50949 1.26524  0.114
H 2.92728 1.61992 3.11554  0.103
H 4.90639 -1.86330 1.83425  0.103
H 3.25864 -2.24312 -0.09143  0.119
C -0.81467 0.40465 7.56791  -0.071
C -0.24849 -0.94094 7.15974  -0.220
O -1.15658 -1.63984 6.30201  0.029
C -1.14560 -1.25311 5.01743  -0.602
O -0.44440 -0.39782 4.53908  0.123
O -2.05843 -1.96780 4.35830  0.006
C -2.19176 -1.57212 2.99589  -0.035
H -1.81023 0.28592 8.00142  0.079
H -0.16517 0.89122 8.29768  0.077
H -0.91845 1.06452 6.70506  0.075
H -0.11462 -1.56470 8.04489  0.119
H 0.73008 -0.83784 6.68645  0.125
H -1.22440 -1.55937 2.49420  0.099
H -2.66567 -0.59150 2.93575  0.101
H -2.83148 -2.29753 2.49645  0.095
C -1.45768 -0.68461 -3.60416  -0.067
C -0.70806 -0.43205 -4.89460  -0.195
O -1.62023 -0.16185 -5.97983  0.032
C -2.10449 1.07688 -6.03302  -0.603
O -1.84604 1.97974 -5.27844  0.122
O -2.95645 1.14681 -7.07340  -0.009
C -3.60653 2.40726 -7.20177  -0.061
H -2.20629 -1.47028 -3.74140  0.081
H -0.76846 -0.98338 -2.81440  0.017
H -1.99051 0.20976 -3.27644  0.079
H -0.15097 -1.32669 -5.17396  0.125
H 0.01577 0.37721 -4.78640  0.118
H -2.88559 3.22515 -7.21716  0.093
H -4.32179 2.54294 -6.38880  0.096
H -4.14846 2.40527 -8.14684  0.087

As for the charge: -1. For the orbital gap, the calculation gives 8.6278 eV. The calculation puts the HOMO energy at -6.12 eV. Its LUMO energy is 2.50 eV. The calculation puts the calculated total energy at -60995.2872 eV.